No. 1
Density functional theory data (ωB97M-V with the def2-TZVPD basis set) for a molecular structure, C26H53ClMnOP2Si2 at a distorted geometry.

Properties
**M**: 590.2 g/mol
**HOMO energy (spin up / spin down)**: -0.2499 / -0.2466 Eh
**Spin multiplicity**: 4
**Frontier orbital gap (spin up / spin down)**: 0.271 / 0.268 Eh
**ΔE to the lowest compared entry with this formula, charge and spin**: 0.0 kcal/mol
**Net charge**: 0

Structure (XYZ):
```
86
C26H53ClMnOP2Si2, DFT ωB97M-V with the def2-TZVPD basis set
H 3.542 -5.054 -0.606
H 1.056 4.523 2.978
H 1.713 -2.264 -5.009
C 1.208 -2.849 -2.143
C -0.211 0.469 -4.040
H 1.450 0.740 2.500
H 3.793 -2.570 -3.353
C 1.235 -2.196 0.816
H 1.850 -3.339 -2.893
C 0.818 -1.636 -4.926
C 3.431 -4.010 -0.282
C 3.665 0.632 -1.955
C -0.486 3.016 2.788
H 0.184 4.611 1.429
H 4.102 -3.381 -0.880
H -1.094 0.053 -3.536
H -1.856 -0.145 5.720
H -1.680 3.816 -1.125
C -1.573 -0.790 -0.829
H -3.116 1.481 3.075
H 3.683 -1.031 -4.245
C 0.640 2.291 -1.310
P -1.416 2.127 1.413
H 0.002 1.447 -3.597
H 3.343 1.063 -0.999
C 0.992 -0.468 -3.951
O -2.075 0.228 -1.334
H 3.285 1.260 -2.775
H -0.162 -0.524 5.312
C 0.536 -5.039 -0.131
C 1.966 -0.972 1.148
H -4.647 4.121 0.951
C 3.964 -1.488 -3.287
H 0.788 2.528 -0.248
H 5.045 -1.338 -3.158
C -2.458 0.949 2.369
H -1.787 -2.810 -0.080
Cl 0.851 3.959 -2.240
H -1.977 4.554 3.243
H 1.441 1.647 -1.693
C -0.056 -0.923 2.308
C 1.163 -0.203 2.038
C -2.612 3.458 0.825
H -4.086 3.386 2.459
H 0.610 -1.222 -5.922
H -0.033 -2.269 -4.640
H -0.766 4.276 4.503
Si 1.632 -3.564 -0.424
H -3.109 0.456 1.626
C -1.037 0.075 5.020
H 3.728 -3.941 0.774
H 1.394 3.334 1.707
H -0.779 1.138 5.099
C -4.032 3.311 1.366
C 0.037 -2.149 1.598
P 1.360 -1.023 -2.209
H -0.666 -2.982 1.697
Si -1.572 -0.443 3.316
H 2.985 -0.750 0.841
C 3.238 -0.831 -2.108
H 0.163 -3.117 -2.370
H -2.886 2.509 -1.117
H -3.406 4.214 -1.037
H 3.510 -1.369 -1.186
C -1.396 3.777 3.755
H -3.100 -2.189 2.404
C -2.749 -1.892 3.402
H -2.089 3.120 4.295
H -2.254 -2.753 3.871
H 0.982 -5.910 -0.630
C -2.280 -2.102 -0.757
H -4.475 2.357 1.051
H -2.329 -2.553 -1.763
H 0.013 2.202 3.339
C -2.641 3.498 -0.706
H 4.764 0.690 -1.983
H -2.180 4.406 1.186
Mn 0.194 -0.513 -0.080
H 1.887 0.108 -4.241
H -0.368 1.920 -1.533
H -0.461 0.631 -5.098
H -3.621 -1.617 4.012
H 0.467 -5.249 0.944
C 0.597 3.922 2.181
H -3.312 -1.951 -0.398
H -0.476 -4.886 -0.530
```

---

No. 2
Density functional theory data (ωB97M-V with the def2-TZVPD basis set) for a molecular structure, C26H53CoN2PSi4Te at a distorted geometry.

Properties
**M**: 723.6 g/mol
**HOMO energy (spin up / spin down)**: -0.1027 / -0.1048 Eh
**Spin multiplicity**: 1
**Frontier orbital gap (spin up / spin down)**: 0.196 / 0.198 Eh
**ΔE to the lowest compared entry with this formula, charge and spin**: 1.9 kcal/mol
**Net charge**: -1

Structure (XYZ):
```
88
C26H53CoN2PSi4Te, DFT ωB97M-V with the def2-TZVPD basis set
H -6.006 -0.364 -1.933
Te -1.209 -1.579 -1.997
H -0.232 -3.701 0.178
H -3.427 1.438 3.469
H -1.699 -1.902 3.904
H -2.370 2.278 1.273
H -3.227 -1.032 3.786
H -0.460 2.694 2.682
H -0.150 -1.233 -6.149
H 1.959 -6.039 3.035
C -5.285 1.920 -3.981
H -5.867 -2.509 -6.120
H 0.577 0.329 -6.567
C 2.473 -3.950 2.920
C 2.210 2.810 -4.016
H 3.237 -4.016 3.687
H -5.381 -2.753 -2.610
H -3.150 -2.748 3.386
H -5.149 -4.174 -3.645
C 1.100 1.402 -2.286
Si -4.156 1.105 -2.700
P -1.411 0.087 1.455
H -5.785 0.979 -0.798
H -5.088 -0.950 -6.426
H -3.299 1.086 0.415
H 0.222 -5.866 1.272
H -3.854 -3.633 -2.550
C 0.022 -0.214 -5.794
N 0.408 1.538 -1.179
H -5.977 2.616 -3.497
H -4.701 2.485 -4.712
C -0.628 0.555 3.057
H -3.184 -1.505 1.232
Si -1.617 0.624 -5.399
C 2.221 -2.735 2.305
H -5.876 1.181 -4.527
H 1.343 0.455 -2.740
C -5.258 0.255 -1.428
H -4.596 2.092 2.323
H 0.042 -0.274 3.302
H -1.924 -3.550 -5.053
H -2.825 -0.380 -7.354
C 0.956 3.563 -1.952
C 0.969 -1.353 0.651
H -0.817 2.576 -4.032
Co 0.036 -0.196 -0.116
C -4.652 -3.298 -3.216
C -2.819 1.285 1.375
H 2.183 3.867 -4.269
C 0.784 -4.987 1.568
H -6.157 -1.147 -5.034
C 0.520 -3.773 0.955
N 1.461 2.601 -2.793
H -2.301 2.069 -1.362
C -3.870 1.290 2.482
C -2.643 0.634 -6.987
C 1.758 -5.088 2.557
H 0.910 1.729 2.112
C 1.233 -2.610 1.309
C 0.182 1.840 2.918
H 3.248 2.500 -3.893
H 2.787 -1.852 2.582
H 1.092 4.614 -2.143
H -1.644 -2.277 1.456
H -2.454 -2.706 -6.513
C -1.277 2.444 -5.013
Si -3.943 -2.203 -4.568
C -2.612 -1.800 3.315
H -3.306 -4.163 -5.981
H -4.423 0.350 2.502
H -3.615 1.107 -6.822
H -2.794 3.179 -2.641
H -0.216 3.280 -0.105
C -5.397 -1.644 -5.642
H -2.127 1.190 -7.776
H 1.758 2.245 -4.830
H -2.212 3.010 -5.013
C -2.284 -1.491 1.856
C -2.801 -3.257 -5.635
H 0.716 2.077 3.841
Si -2.702 -0.459 -3.629
H 0.639 -0.299 -4.897
H -1.362 0.639 3.863
C 0.310 2.888 -0.958
C -3.166 2.484 -1.884
H -3.770 3.049 -1.167
H -4.666 -0.402 -0.785
H -0.622 2.888 -5.771
```

---

No. 3
Density functional theory data (ωB97M-V with the def2-TZVPD basis set) for 7 unconnected molecules or ions with the total composition C26H53NO7P at a distorted geometry.

Properties
**M**: 522.7 g/mol
**HOMO energy**: -0.3979 Eh
**Spin multiplicity**: 1
**Frontier orbital gap**: 0.223 Eh
**Net charge**: +1

Structure (XYZ):
```
88
C26H53NO7P, DFT ωB97M-V with the def2-TZVPD basis set
C 8.674 7.000 3.592
H -4.507 -1.324 0.540
H -6.320 1.599 -6.658
H 1.333 3.876 0.375
H -5.495 0.161 0.421
H -4.840 2.434 -7.201
C -3.921 -0.011 -1.021
H 0.228 -4.377 3.026
C 1.142 -3.907 2.672
H 10.641 6.870 4.434
H 9.339 7.097 5.616
C 7.041 2.733 0.497
O 7.708 1.805 0.099
H 2.656 1.498 -2.303
C -4.988 -0.622 -0.148
H 9.908 6.800 1.853
H 5.551 2.844 2.033
C -3.182 -1.529 3.064
C 2.206 1.024 -1.430
H 8.176 6.990 1.522
O 2.692 1.812 0.762
H 7.589 4.519 1.546
H 6.973 4.789 -0.111
O -2.750 -0.321 -0.884
H -3.487 1.339 -2.609
H -3.680 -5.217 3.386
C 1.306 3.256 -0.520
H -4.270 -5.239 -4.351
H 2.107 -1.862 1.308
H -3.443 -0.837 2.261
H 1.207 0.662 -1.684
C 2.314 -4.591 2.529
H -4.717 -5.297 1.988
C -4.366 -6.055 -3.633
H 9.126 8.397 2.029
C -3.523 -3.582 1.947
O -4.226 -3.101 1.142
H -1.063 -3.436 1.269
H -3.044 -5.699 1.768
H -5.289 -1.871 3.385
H -0.293 -0.855 0.954
H -3.777 -3.631 -2.252
C 2.124 2.011 -0.291
C 8.998 7.321 2.154
H -4.236 -2.845 4.430
H -5.344 2.525 -5.504
C 9.699 7.385 4.631
H -4.007 -6.973 -4.094
H -4.835 1.839 -1.573
C -3.895 -4.516 -1.623
H -3.820 0.092 -8.020
H 2.825 0.178 -1.133
C -4.354 0.987 -2.058
H -5.712 -1.164 -0.758
O 7.637 6.456 3.897
P 1.168 -2.148 2.308
H -4.921 -4.579 -1.259
C -3.545 -5.758 -2.403
H 2.468 -5.373 1.789
H -5.300 -0.743 -7.478
O -2.642 -6.484 -2.053
H -4.431 -1.161 4.808
C -4.493 0.650 -6.064
C -1.547 -2.482 1.510
H 4.935 3.109 0.380
C 7.583 4.141 0.521
H 8.603 4.141 0.141
C -5.304 1.882 -6.382
H -2.471 -0.992 3.700
H 9.859 8.464 4.615
O -3.998 0.484 -4.970
N -2.495 -2.759 2.599
H 0.270 2.988 -0.734
C -0.461 -1.447 1.858
H 1.620 -1.449 3.453
H -0.730 -0.735 2.636
H 1.719 3.825 -1.355
H -5.044 0.520 -2.758
H -3.724 -1.196 -6.805
H -3.227 -4.430 -0.770
C 5.629 2.532 0.991
H -5.415 -6.184 -3.360
C -4.376 -1.860 3.979
H -2.021 -2.155 0.577
H 5.368 1.479 0.919
C -3.712 -5.031 2.314
H 3.141 -4.324 3.191
C -4.325 -0.364 -7.168
```